[1]
{"formula": "C33H38AsN5NbO2", "method": "ωB97M-V/def2-TZVPD", "multiplicity": 1, "e_tot_ev": -108739.489, "total_charge": 3, "orbital_gap_ev": [4.287, 4.275], "elements": ["Nb", "C", "C", "N", "O", "C", "C", "N", "O", "H", "H", "H", "H", "H", "H", "H", "C", "C", "C", "C", "N", "N", "C", "H", "H", "H", "H", "H", "H", "H", "H", "C", "C", "C", "C", "C", "C", "N", "H", "H", "H", "H", "H", "H", "H", "H", "C", "C", "C", "C", "C", "C", "As", "C", "C", "C", "C", "C", "C", "C", "C", "C", "C", "C", "C", "H", "H", "H", "H", "H", "H", "H", "H", "H", "H", "H", "H", "H", "H", "H"], "coordinates": [[-9.533, 4.797, 14.089], [-8.910, 7.528, 17.718], [-8.765, 6.637, 16.531], [-9.532, 5.611, 16.258], [-10.178, 5.118, 17.421], [-7.921, 6.983, 15.438], [-6.701, 7.852, 15.335], [-8.249, 6.262, 14.366], [-7.529, 6.263, 13.278], [-8.544, 8.546, 17.440], [-8.401, 7.101, 18.650], [-10.021, 7.608, 17.899], [-10.927, 4.562, 17.047], [-5.877, 7.238, 15.702], [-6.771, 8.681, 16.051], [-6.624, 8.179, 14.276], [-9.937, 1.035, 10.223], [-9.703, 2.396, 10.741], [-9.325, 3.523, 10.016], [-9.240, 4.634, 10.892], [-9.488, 4.158, 12.143], [-9.793, 2.804, 12.019], [-8.938, 6.011, 10.497], [-9.658, 0.230, 10.912], [-9.382, 0.888, 9.272], [-11.071, 0.948, 10.039], [-9.174, 3.522, 8.943], [-10.100, 2.234, 12.846], [-9.456, 6.703, 11.236], [-9.338, 6.191, 9.464], [-7.841, 6.189, 10.660], [-6.893, 3.257, 14.910], [-8.040, 2.623, 15.522], [-8.162, 1.715, 16.565], [-9.505, 1.520, 16.812], [-10.213, 2.173, 15.766], [-11.649, 2.226, 15.543], [-9.302, 2.927, 15.056], [-5.932, 2.823, 15.276], [-6.771, 4.302, 15.220], [-6.873, 3.180, 13.790], [-7.298, 1.260, 17.050], [-9.952, 0.773, 17.456], [-12.137, 1.439, 16.158], [-11.914, 1.965, 14.489], [-12.112, 3.203, 15.812], [-14.245, 6.634, 17.954], [-14.060, 5.423, 17.311], [-13.574, 5.375, 16.019], [-13.033, 6.500, 15.388], [-13.022, 7.702, 16.086], [-13.575, 7.753, 17.384], [-11.927, 6.019, 13.754], [-12.117, 7.796, 12.784], [-12.829, 7.908, 11.592], [-13.313, 9.171, 11.255], [-13.038, 10.260, 12.032], [-12.223, 10.144, 13.192], [-11.688, 8.887, 13.481], [-13.361, 5.043, 12.810], [-14.674, 5.597, 12.802], [-15.615, 5.222, 11.861], [-15.365, 4.161, 10.999], [-14.098, 3.588, 11.013], [-13.104, 4.043, 11.889], [-14.746, 6.722, 18.893], [-14.529, 4.562, 17.718], [-13.568, 4.403, 15.550], [-12.604, 8.593, 15.621], [-13.565, 8.722, 17.881], [-12.921, 7.048, 10.877], [-13.883, 9.359, 10.348], [-13.474, 11.190, 11.749], [-11.865, 10.970, 13.805], [-10.912, 8.827, 14.276], [-14.914, 6.432, 13.490], [-16.502, 5.821, 11.833], [-16.200, 3.777, 10.386], [-13.803, 2.903, 10.164], [-12.119, 3.511, 11.794]]}


[2]
{"formula": "C33H38AsN5O7PRbS2", "method": "ωB97M-V/def2-TZVPD", "multiplicity": 1, "relative_energy_kj_mol": 39.5, "e_tot_ev": -149079.956, "total_charge": -2, "orbital_gap_ev": 5.917, "elements": ["Rb", "N", "C", "C", "N", "C", "C", "N", "H", "H", "H", "H", "H", "H", "H", "H", "H", "H", "H", "H", "H", "O", "As", "O", "O", "C", "C", "C", "C", "C", "C", "S", "O", "O", "O", "H", "H", "H", "H", "H", "O", "P", "C", "C", "C", "C", "C", "C", "C", "C", "C", "C", "C", "C", "C", "C", "C", "C", "C", "C", "H", "H", "H", "H", "H", "H", "H", "H", "H", "H", "H", "H", "H", "H", "H", "C", "C", "C", "C", "N", "C", "S", "N", "H", "H", "H", "H", "H"], "coordinates": [[-0.639, 1.534, 0.292], [-2.242, 3.165, 2.282], [-3.592, 2.741, 2.629], [-4.120, 1.706, 1.638], [-3.419, 0.437, 1.686], [-3.953, -0.519, 2.638], [-3.351, -1.893, 2.426], [-1.942, -1.909, 2.830], [-1.998, 4.044, 2.721], [-2.212, 3.333, 1.275], [-4.313, 3.574, 2.647], [-3.576, 2.307, 3.636], [-4.024, 2.121, 0.633], [-5.201, 1.572, 1.835], [-3.373, 0.006, 0.767], [-5.057, -0.571, 2.584], [-3.699, -0.185, 3.652], [-3.466, -2.178, 1.372], [-3.906, -2.621, 3.028], [-1.512, -1.042, 2.517], [-1.472, -2.636, 2.298], [2.180, 0.838, -3.020], [0.996, -0.244, -2.190], [-0.487, 1.019, -2.288], [1.345, 0.084, -0.567], [-0.752, 1.751, -3.368], [-0.517, 1.239, -4.653], [-0.797, 1.982, -5.784], [-1.324, 3.260, -5.672], [-1.564, 3.777, -4.408], [-1.287, 3.054, -3.256], [-1.627, 3.841, -1.676], [-2.175, 5.150, -1.989], [-0.339, 3.879, -0.978], [-2.577, 2.942, -0.999], [2.397, 1.610, -2.489], [-0.125, 0.235, -4.753], [-0.605, 1.550, -6.761], [-1.550, 3.851, -6.551], [-1.975, 4.770, -4.284], [1.124, 0.680, 2.131], [2.440, 0.174, 1.644], [2.610, -1.584, 1.271], [1.472, -2.319, 0.969], [1.564, -3.676, 0.710], [2.799, -4.307, 0.748], [3.940, -3.580, 1.057], [3.844, -2.223, 1.330], [3.486, 0.256, 3.169], [4.832, 0.605, 3.196], [5.544, 0.622, 4.389], [4.912, 0.290, 5.576], [3.565, -0.051, 5.562], [2.859, -0.063, 4.372], [3.395, 1.268, 0.566], [4.418, 0.839, -0.268], [5.086, 1.748, -1.075], [4.725, 3.088, -1.066], [3.698, 3.517, -0.234], [3.044, 2.612, 0.587], [0.514, -1.827, 0.887], [0.660, -4.208, 0.440], [2.872, -5.366, 0.530], [4.908, -4.066, 1.092], [4.736, -1.672, 1.605], [5.333, 0.884, 2.276], [6.590, 0.903, 4.386], [5.461, 0.304, 6.510], [3.058, -0.302, 6.486], [1.804, -0.306, 4.362], [4.664, -0.212, -0.338], [5.863, 1.396, -1.742], [5.223, 3.792, -1.721], [3.379, 4.551, -0.244], [2.227, 2.949, 1.214], [-4.740, -5.750, -2.751], [-3.977, -4.469, -2.956], [-4.039, -3.767, -4.154], [-3.283, -2.598, -4.199], [-2.568, -2.153, -3.192], [-2.586, -2.882, -2.043], [-1.660, -2.301, -0.714], [-3.262, -4.048, -1.924], [-5.163, -6.126, -3.684], [-5.553, -5.586, -2.041], [-4.085, -6.506, -2.319], [-4.625, -4.109, -4.996], [-3.259, -1.992, -5.104]]}